The following is a DFT calculation (ωB97M-V/def2-TZVPD) of a molecular structure, C17H30MoNO5Si3 in a non-equilibrium geometry.

Values from the calculation:
Total charge: +3
Kohn-Sham gap (alpha / beta) in eV: 6.71 / 6.75
Multiplicity: 1
Energy relative to the best compared isomer or geometry (same formula, charge and spin) in eV: 1.755
E_tot in eV: -55303.2871

Geometry as XYZ:
```
57
C17H30MoNO5Si3 ωB97M-V/def2-TZVPD
Mo -0.472 0.478 -0.354
C 1.651 2.743 -0.905
O 1.345 1.555 -0.187
Si 2.239 0.014 -0.528
C 3.627 0.039 0.772
C 2.834 0.133 -2.335
C 0.658 -1.152 -0.072
Si 0.581 -1.813 1.770
C 0.421 -0.014 2.499
C -1.175 -2.504 1.989
C 2.047 -2.794 2.438
Si 0.355 -2.536 -1.521
C 0.057 -1.534 -3.132
C 1.977 -3.514 -1.432
C -1.186 -3.594 -1.199
H 2.671 3.061 -0.674
H 0.963 3.540 -0.607
H 1.561 2.569 -1.985
H 4.381 0.780 0.505
H 4.138 -0.919 0.811
H 3.287 0.281 1.777
H 3.709 0.782 -2.402
H 2.097 0.522 -3.039
H 3.151 -0.834 -2.717
H 0.179 0.693 1.648
H 1.311 0.346 3.005
H -0.392 0.027 3.218
H -1.912 -1.986 1.368
H -1.480 -2.402 3.028
H -1.239 -3.563 1.765
H 2.988 -2.252 2.427
H 2.198 -3.725 1.900
H 1.854 -3.068 3.472
H 0.907 -1.572 -3.806
H -0.196 -0.474 -2.980
H -0.773 -1.969 -3.683
H 2.872 -2.913 -1.556
H 1.989 -4.276 -2.205
H 2.063 -4.036 -0.483
H -2.097 -3.016 -1.046
H -1.068 -4.282 -0.369
H -1.349 -4.211 -2.081
O -5.430 6.615 2.248
C -4.966 5.805 1.627
O -4.540 4.992 0.869
C -3.607 3.928 0.783
C -2.847 3.500 1.885
C -1.949 2.479 1.691
N -1.758 1.838 0.507
C -2.583 2.239 -0.530
C -3.485 3.285 -0.439
C -2.492 1.332 -1.713
O -2.811 1.547 -2.838
O -1.924 0.188 -1.271
H -2.955 3.942 2.864
H -1.352 2.144 2.528
H -4.073 3.558 -1.305
```

The following is a DFT calculation (ωB97M-V/def2-TZVPD) of 2 unconnected molecules or ions with the total composition C2H5ISi in a non-equilibrium geometry.

Values from the calculation:
Kohn-Sham gap in eV: 7.85
Multiplicity: 1
Energy relative to the best compared isomer or geometry (same formula, charge and spin) in eV: 2.853
E_tot in eV: -18130.0540

Geometry as XYZ:
```
9
C2H5ISi ωB97M-V/def2-TZVPD
C 0.126 0.270 -1.123
C -0.840 0.943 -0.071
Si -0.867 1.746 -1.927
I 2.081 -2.281 2.104
H 1.141 0.203 -0.708
H -0.044 -0.868 -1.249
H -1.650 0.387 0.307
H -0.492 1.596 0.714
H 0.546 -1.998 1.951
```

The following is a DFT calculation (ωB97M-V/def2-TZVPD) of C5H9NO in the gas phase.

Values from the calculation:
Structure (SMILES): CC(=O)[C@@H]1CN1C
Kohn-Sham gap in eV: 10.33
Multiplicity: 1
Energy relative to the best compared isomer or geometry (same formula, charge and spin) in eV: 1.942
E_tot in eV: -8867.2710

Geometry as XYZ:
```
16
C5H9NO ωB97M-V/def2-TZVPD
C 0.992 1.930 -0.438
N 0.434 0.591 -0.516
C -0.957 0.500 -0.879
C -0.514 0.236 0.524
C -0.494 -1.159 1.080
O -1.072 -1.399 2.117
C 0.266 -2.215 0.309
H 1.381 2.211 -1.422
H 1.820 1.936 0.277
H 0.253 2.688 -0.126
H -1.513 1.425 -1.040
H -1.235 -0.324 -1.533
H -0.784 0.992 1.263
H -0.060 -3.204 0.638
H 0.148 -2.108 -0.772
H 1.335 -2.101 0.520
```

The following is a DFT calculation (ωB97M-V/def2-TZVPD) of 2 unconnected molecules or ions with the total composition C3H11N2O2S in a non-equilibrium geometry.

Values from the calculation:
Total charge: +1
Kohn-Sham gap in eV: 10.10
Multiplicity: 1
Energy relative to the best compared isomer or geometry (same formula, charge and spin) in eV: 0.551
E_tot in eV: -21194.1637

Geometry as XYZ:
```
19
C3H11N2O2S ωB97M-V/def2-TZVPD
N 1.036 -0.001 -0.653
C -0.325 0.369 -0.185
C -0.790 -0.536 0.991
S -0.606 0.240 2.610
C -1.201 0.284 -1.441
N -2.520 0.434 -1.295
O -0.666 0.059 -2.515
H 1.093 -1.030 -0.623
H 1.110 0.262 -1.641
H 1.740 0.364 0.008
H -0.311 1.393 0.201
H -1.781 -0.930 0.748
H -0.140 -1.412 1.064
H -1.779 0.887 2.650
H -3.054 0.513 -2.146
H -2.943 0.800 -0.461
H 3.759 -1.154 0.384
H 4.000 -0.185 1.511
O 3.378 -0.357 0.792
```

The following is a DFT calculation (ωB97M-V/def2-TZVPD) of a molecular structure, C27H46BN6PbTe4 in a non-equilibrium geometry.

Values from the calculation:
Total charge: +1
Kohn-Sham gap in eV: 6.22
Multiplicity: 1
E_tot in eV: -72781.6346

Geometry as XYZ:
```
85
C27H46BN6PbTe4 ωB97M-V/def2-TZVPD
Pb -2.250 -0.043 -0.924
C -1.898 -3.423 -3.897
C -1.074 -2.144 -4.133
C -2.001 -0.973 -4.435
C -0.083 -1.920 -3.032
C 1.228 -2.485 -2.927
C 1.756 -1.920 -1.790
C 3.228 -2.064 -1.424
C 3.458 -2.585 -0.014
C 4.079 -0.777 -1.652
N 0.852 -1.151 -1.180
N -0.302 -1.140 -1.942
B 1.005 -0.265 0.094
N 0.543 1.213 -0.142
N -0.685 1.520 -0.636
C -0.765 2.828 -0.803
C 0.424 3.410 -0.407
C 1.214 2.370 0.042
C 2.619 2.453 0.529
C 2.775 3.497 1.671
C 3.482 2.846 -0.704
C -1.993 3.425 -1.417
C -2.267 4.819 -0.795
C -1.927 3.585 -2.955
N 0.068 -0.896 1.211
N -1.248 -1.243 0.885
C -1.735 -1.867 1.956
C -0.771 -2.009 2.927
C 0.370 -1.381 2.439
C 1.695 -1.191 3.108
C 1.683 0.007 4.035
C 1.977 -2.505 3.885
C -3.155 -2.439 1.972
C -3.980 -1.745 3.048
C -3.927 -2.364 0.656
H -2.637 -3.578 -4.716
H -2.487 -3.287 -2.965
H -1.229 -4.265 -3.714
H -0.463 -2.269 -5.006
H -2.827 -1.081 -3.752
H -2.392 -0.938 -5.480
H -1.530 0.005 -4.329
H 1.796 -3.086 -3.621
H 3.597 -2.814 -2.128
H 3.574 -1.811 0.768
H 4.334 -3.203 0.002
H 2.704 -3.269 0.302
H 3.994 -0.147 -0.746
H 3.824 -0.232 -2.584
H 5.110 -1.034 -1.745
H 2.124 -0.291 0.442
H 0.711 4.437 -0.339
H 2.961 1.482 0.895
H 2.485 4.500 1.393
H 3.824 3.561 2.031
H 2.168 3.254 2.526
H 3.133 3.779 -1.096
H 3.436 2.089 -1.510
H 4.529 2.935 -0.372
H -2.816 2.738 -1.180
H -1.400 5.431 -0.984
H -2.447 4.759 0.297
H -3.113 5.377 -1.258
H -1.165 4.276 -3.286
H -2.914 3.894 -3.340
H -1.773 2.596 -3.429
H -0.853 -2.478 3.865
H 2.471 -1.020 2.363
H 0.738 0.050 4.671
H 1.751 0.947 3.520
H 2.540 -0.003 4.729
H 1.292 -2.694 4.701
H 3.029 -2.548 4.291
H 1.990 -3.358 3.182
H -3.007 -3.506 2.192
H -4.246 -0.757 2.612
H -3.435 -1.576 3.945
H -4.944 -2.240 3.221
H -4.310 -1.307 0.448
H -4.837 -2.975 0.650
H -3.296 -2.709 -0.161
Te -1.086 2.015 3.035
Te -3.026 1.830 4.935
Te -3.473 3.264 2.585
Te -4.802 1.813 0.893
```

What did the third record say?
The following is a DFT calculation (ωB97M-V/def2-TZVPD) of C5H9NO in the gas phase.

Values from the calculation:
Structure (SMILES): CC(=O)[C@@H]1CN1C
Kohn-Sham gap in eV: 10.33
Multiplicity: 1
Energy relative to the best compared isomer or geometry (same formula, charge and spin) in eV: 1.942
E_tot in eV: -8867.2710

Geometry as XYZ:
```
16
C5H9NO ωB97M-V/def2-TZVPD
C 0.992 1.930 -0.438
N 0.434 0.591 -0.516
C -0.957 0.500 -0.879
C -0.514 0.236 0.524
C -0.494 -1.159 1.080
O -1.072 -1.399 2.117
C 0.266 -2.215 0.309
H 1.381 2.211 -1.422
H 1.820 1.936 0.277
H 0.253 2.688 -0.126
H -1.513 1.425 -1.040
H -1.235 -0.324 -1.533
H -0.784 0.992 1.263
H -0.060 -3.204 0.638
H 0.148 -2.108 -0.772
H 1.335 -2.101 0.520
```